Entry 1:
The following is a DFT calculation (ωB97M-V/def2-TZVPD) of C24H62O21S6 as an isolated structure in a non-equilibrium geometry.

```
113
Properties=species:S:1:pos:R:3:forces:R:3
O 1.734348 5.566036 24.873279 -1.32 0.68 4.86
S 1.892504 5.224357 26.255942 -3.10 3.00 2.91
O 2.943392 4.302644 26.555204 -8.29 7.02 1.01
O 2.212186 6.496675 27.299830 -1.34 -0.92 -0.92
C 2.487820 7.827606 26.767577 0.43 -0.11 -1.38
C 3.956156 7.851914 26.407788 0.53 1.13 0.54
C 0.238749 4.714412 26.873536 0.61 0.69 -0.02
H 2.283987 8.651568 27.451413 -0.35 -0.80 0.75
H 1.857629 8.035778 25.902919 0.00 -0.35 0.00
H 4.192961 8.391692 25.490914 -0.28 0.06 0.11
H 4.445661 6.883870 26.301196 -1.32 0.72 0.90
H 4.476394 8.373485 27.211161 0.08 -0.14 0.01
H 0.084495 4.853352 27.943580 0.74 -0.41 0.06
H 0.039959 3.700669 26.525806 0.05 0.14 0.01
H -0.439108 5.454851 26.448851 0.09 -0.19 -0.52
O 2.873038 7.484893 23.986304 -0.27 1.37 -2.27
S 2.052067 7.357949 22.790531 -1.05 -2.88 -0.58
O 0.938769 8.226129 22.488111 1.41 0.15 0.31
O 3.008199 7.363554 21.424171 -2.27 1.90 0.78
C 4.129089 6.555930 21.295246 -0.73 0.50 -1.30
C 5.091536 7.140639 20.214033 -4.72 0.79 -6.22
C 1.406196 5.554629 22.786155 0.97 3.18 -3.08
H 3.770853 5.578554 20.971963 0.18 -0.22 -0.01
H 4.716485 6.588099 22.212864 -2.91 -0.39 -0.51
H 5.931059 6.502554 19.938096 -1.16 0.32 -1.37
H 5.612249 8.063472 20.469657 -1.49 1.44 -2.07
H 4.464057 7.344685 19.346425 -0.21 0.09 -0.69
H 2.091324 5.052269 23.469031 -1.54 0.69 -2.19
H 1.671978 5.259295 21.771150 -0.74 -0.11 -0.27
H 0.342077 5.610366 23.015612 0.27 -0.14 -0.11
O 4.269618 3.394868 29.554389 1.87 0.45 -2.03
S 5.097088 3.135149 28.330696 -0.85 -1.28 3.19
O 6.169082 4.078937 27.939711 -2.53 -3.09 0.79
O 5.818186 1.661679 28.640086 1.76 1.44 0.05
C 5.012222 0.591198 29.052450 -1.63 -0.25 0.52
C 5.746432 -0.675610 29.484834 0.74 0.39 -1.28
C 3.931803 2.646031 27.053381 6.04 -4.62 8.93
H 4.355402 0.374022 28.210117 0.01 -0.59 -0.18
H 4.308712 0.887900 29.830377 0.23 0.39 0.34
H 6.236212 -1.036991 28.580614 -0.05 -0.46 -0.06
H 5.025464 -1.418486 29.826092 0.06 0.10 0.03
H 6.580228 -0.578353 30.180115 -0.42 0.45 0.39
H 3.170680 2.128103 27.636929 -0.45 0.56 -0.26
H 4.465026 1.932620 26.425018 1.26 -1.26 3.06
H 3.789736 3.618969 26.582960 3.75 -3.39 2.52
O 1.886862 2.325572 20.364810 0.28 0.43 -0.47
S 2.977776 2.185532 19.445724 -2.55 -2.40 -3.34
O 4.191885 1.635562 19.974724 -5.92 -5.16 -9.67
O 2.507097 1.186657 18.164213 0.68 0.83 1.46
C 1.174594 1.188613 17.571997 -0.23 0.08 -0.66
C 1.348727 1.006690 16.035757 0.32 0.24 1.11
C 3.296592 3.707952 18.519180 -0.34 0.18 0.56
H 0.629940 2.085125 17.868187 0.14 0.18 -0.18
H 0.580800 0.341991 17.916581 0.33 -0.03 0.52
H 0.482465 1.319183 15.452628 -0.05 0.07 0.24
H 1.530119 -0.050726 15.843187 0.15 0.12 -0.13
H 2.221446 1.593381 15.748960 -0.07 -0.08 -0.30
H 3.555535 3.440767 17.494647 -0.11 0.03 0.18
H 4.089998 4.281001 18.998991 -0.04 -0.34 -0.14
H 2.403768 4.325833 18.614994 -0.18 -0.21 -0.38
O 2.798267 3.714846 23.178378 2.49 -3.02 0.78
S 3.910181 3.527614 24.129858 0.30 1.63 -2.01
O 3.826312 2.685038 25.364418 -0.99 0.02 -14.66
O 5.298927 3.224616 23.296053 -0.50 0.41 0.81
C 5.569020 3.968961 22.077186 -0.58 -1.37 -2.24
C 5.215960 3.085644 20.847836 3.30 6.42 1.59
C 4.420050 5.189570 24.710722 -2.42 -3.23 -0.65
H 6.620140 4.235706 21.967188 0.21 -0.58 1.05
H 5.059793 4.926316 21.966510 -0.31 -1.85 0.98
H 4.152620 2.923117 20.671760 2.27 3.05 3.40
H 5.817693 2.176863 20.836742 0.59 2.25 -0.20
H 5.552636 3.560242 19.926150 0.27 0.89 0.00
H 4.442252 5.895568 23.880557 -0.26 -1.02 0.76
H 5.388349 4.947229 25.148644 -1.51 -1.08 -0.03
H 3.596969 5.491234 25.358520 2.62 0.22 -0.97
O 1.905209 -2.833202 21.740143 1.32 3.09 0.66
S 2.440176 -1.577217 22.317708 0.45 -0.62 1.06
O 2.979937 -1.596476 23.673665 -0.22 -0.35 -1.55
O 3.606192 -0.844171 21.310336 -4.40 -2.03 0.45
C 4.877243 -0.579160 21.736772 2.68 -0.01 0.93
C 5.079657 0.875451 21.917574 0.25 -0.25 1.53
C 1.233094 -0.211667 22.298346 0.82 -1.00 -0.60
H 5.530854 -1.027715 20.988643 0.22 0.22 -0.27
H 5.222326 -1.025321 22.669481 -0.79 -0.71 0.20
H 4.864314 1.520778 21.065928 0.58 -4.31 3.51
H 6.097549 1.160975 22.183030 0.07 -0.67 0.82
H 4.367990 1.350164 22.593051 0.12 -0.76 0.71
H 0.243242 -0.539157 22.616230 0.16 -0.30 -0.35
H 1.339230 0.060227 21.248153 -0.72 0.61 0.23
H 1.590785 0.540610 23.001365 0.28 0.00 -0.37
C 6.347667 6.644016 21.768001 4.18 -1.48 4.61
O 5.848267 6.255685 23.076804 4.41 2.06 0.53
C 6.838445 5.888541 24.038623 0.54 -0.02 0.40
C 6.417738 6.440350 25.394357 2.13 2.75 0.54
O 7.102014 5.804479 26.448065 -0.21 0.55 1.30
C 6.881051 6.448618 27.767354 0.65 -0.63 0.01
C 7.154451 7.930300 27.949527 -0.23 0.69 -0.86
O 8.256639 8.565705 27.287742 -2.34 0.38 0.92
C 9.377137 7.794113 27.130733 1.35 0.18 -1.21
H 5.735603 7.434216 21.333176 3.43 -0.63 5.08
H 6.158421 5.741903 21.186220 1.52 0.51 0.56
H 7.389734 6.963737 21.767155 0.37 -0.34 0.21
H 7.795637 6.271200 23.684424 0.09 -0.02 0.44
H 6.905428 4.804530 24.131025 0.21 -0.17 -0.24
H 5.333162 6.385092 25.487812 2.18 1.10 0.02
H 6.755141 7.474473 25.463980 -0.38 0.60 -0.45
H 7.412843 5.901581 28.545836 0.58 -0.37 -0.82
H 5.869935 6.323975 28.154901 -0.37 -0.06 -0.57
H 7.217288 8.138614 29.017595 0.14 -0.32 0.30
H 6.225512 8.411888 27.644141 0.56 0.65 -0.33
H 10.172803 8.520025 26.963183 0.37 -0.13 0.25
H 9.276217 7.281269 26.174217 0.27 -0.81 0.17
H 9.650085 7.139473 27.958381 -0.20 -0.12 0.03
```
Forces are in eV/Å.

As for the net charge: 0. Its HOMO energy is -7.52 eV. The calculation puts the energy above the lowest of the compared OMol25 structures with the same formula, charge and spin at 3248.4 kJ/mol. Its LUMO energy is 0.0 eV. As for the gap between HOMO and LUMO: 7.5 eV.

Entry 2:
The following is a DFT calculation (ωB97M-V/def2-TZVPD) of a 11-piece molecular cluster, C44H88O26S7 overall in a non-equilibrium geometry.

```
165
Properties=species:S:1:pos:R:3:forces:R:3
O -0.012161 3.917482 0.316886 -0.27 0.21 -0.80
S 0.413787 2.633648 -0.187384 0.88 -1.57 1.60
O 1.530245 2.486958 -1.093460 -0.11 0.67 -0.54
C 0.776382 1.650899 1.264179 0.99 -0.10 -0.80
C -0.560537 1.176832 1.793868 0.50 0.92 -0.26
C -1.313695 0.732163 0.536909 0.08 -1.60 0.09
C -0.946471 1.573167 -0.683802 -1.11 1.36 -0.08
H 1.506787 2.186335 1.870476 -0.49 0.23 0.36
H 1.368206 0.820857 0.856962 -0.27 -0.18 0.10
H -0.333487 0.392059 2.511728 -0.62 -0.13 0.08
H -1.121056 2.002454 2.238954 0.24 -0.05 0.39
H -2.390939 0.686004 0.694976 -0.01 0.25 -0.01
H -1.015421 -0.308379 0.355481 0.01 0.11 -0.16
H -1.770201 2.264888 -0.893301 0.06 -0.07 -0.17
H -0.719196 1.039818 -1.601593 0.31 -0.17 0.13
O -4.611974 6.000712 0.224927 -0.59 0.29 -0.33
S -3.887043 5.728809 1.426675 0.27 -0.31 0.27
O -2.851777 6.616278 1.874146 0.28 0.13 -0.13
C -4.944938 5.441111 2.856795 -0.12 0.41 0.05
C -5.125489 3.946513 2.868934 -1.08 0.03 -0.21
C -3.748136 3.397507 2.615290 1.34 -0.42 1.14
C -3.251546 4.048964 1.329181 -0.17 -0.73 0.09
H -5.859698 6.024025 2.786366 0.00 0.02 -0.18
H -4.364053 5.778432 3.713358 0.02 0.07 0.01
H -5.627991 3.598912 3.770582 0.29 -0.06 0.17
H -5.815652 3.711155 2.049175 0.19 -0.28 -0.05
H -3.683591 2.307082 2.653241 -0.25 0.04 -0.64
H -3.077023 3.676743 3.444320 -0.25 0.24 -0.03
H -3.689242 3.439018 0.535237 -0.07 0.71 -0.46
H -2.179831 4.150440 1.176639 0.09 -0.16 0.20
O 3.491454 -0.326984 1.790538 -0.74 0.03 0.04
S 4.884810 -0.065597 1.545590 0.23 -0.06 -0.04
O 5.573909 0.855351 2.411973 0.07 0.03 0.04
C 5.698363 -1.653454 1.429704 0.93 -0.21 0.45
C 5.822615 -1.979345 -0.073685 0.45 -0.18 0.15
C 4.991970 -0.981352 -0.862948 -0.75 0.19 -0.33
C 5.122095 0.358408 -0.166532 0.63 0.55 0.20
H 5.214386 -2.348919 2.114731 -0.57 -0.07 -0.48
H 6.695643 -1.565733 1.867289 -0.04 0.36 -0.07
H 6.876946 -1.836881 -0.324215 -0.04 0.02 -0.11
H 5.595549 -3.012337 -0.329275 -0.27 0.01 0.17
H 3.931587 -1.245272 -0.842737 0.05 -0.11 0.05
H 5.235835 -0.930794 -1.921678 0.24 -0.01 0.06
H 4.464275 1.168512 -0.478104 -0.39 -0.27 0.08
H 6.131580 0.790218 -0.170926 0.04 -0.32 -0.22
O 3.242433 -4.821025 -0.329108 0.35 -0.08 -0.10
S 2.147353 -4.609492 -1.242570 -0.28 -0.25 1.09
O 2.355345 -4.774844 -2.655916 0.08 0.12 -0.30
C 0.699313 -5.541495 -0.750386 -0.97 -0.39 -2.43
C -0.290976 -4.607158 -0.074050 0.09 -0.36 -0.02
C -0.098078 -3.221343 -0.713456 0.27 -0.23 -0.20
C 1.403617 -3.041636 -0.833184 0.75 0.41 0.84
H 0.801109 -6.593054 -0.495173 0.59 0.29 1.00
H 0.268651 -5.684535 -1.763256 0.07 0.17 0.17
H -1.280631 -5.005148 -0.296039 -0.15 0.17 0.33
H -0.141031 -4.572763 1.000332 -0.02 0.05 0.22
H -0.524297 -2.468412 -0.053120 -0.09 0.15 -0.23
H -0.539605 -3.162309 -1.711247 -0.24 0.00 0.14
H 1.816639 -2.853155 0.164119 -0.03 -0.03 0.00
H 1.836505 -2.274175 -1.464081 -0.39 0.14 -0.42
O -4.852973 0.139790 0.259738 -0.15 0.20 0.41
S -4.668767 0.090259 -1.165381 -0.34 -0.44 -0.63
O -4.316601 1.283607 -1.889561 0.53 0.23 0.23
C -3.583153 -1.295896 -1.504027 0.40 0.33 -0.68
C -4.501924 -2.494137 -1.651677 -0.19 -0.19 0.63
C -5.799966 -2.041168 -2.352139 0.37 -0.17 -0.43
C -6.104637 -0.591686 -1.996889 -0.28 0.39 -0.38
H -2.835244 -1.304172 -0.715499 -0.20 -0.36 0.23
H -3.048512 -1.133918 -2.443437 -0.14 0.35 0.00
H -4.024258 -3.264974 -2.252435 0.08 -0.11 0.15
H -4.717253 -2.896288 -0.660047 0.01 -0.06 -0.07
H -6.612618 -2.734930 -2.153631 -0.09 0.11 0.19
H -5.623010 -2.089553 -3.429446 -0.07 0.00 0.02
H -7.024481 -0.388733 -1.452591 0.18 -0.21 0.40
H -6.155050 0.029177 -2.890039 -0.07 -0.06 -0.06
O 0.477183 -0.531113 -3.120786 0.16 -0.26 0.21
S 1.714951 -0.436941 -3.870141 -0.40 0.04 0.51
O 2.972546 -0.589058 -3.183573 0.15 0.01 0.14
C 1.690791 -1.567011 -5.262393 -0.54 0.89 0.10
C 2.421541 -0.724978 -6.310633 0.99 -1.33 0.39
C 1.916642 0.696352 -6.244165 -0.13 0.88 -0.38
C 1.698747 1.106607 -4.766725 -0.33 0.01 -0.78
H 0.626950 -1.721832 -5.450966 0.07 -0.16 -0.28
H 2.198474 -2.476302 -4.957732 -0.02 -0.09 0.01
H 3.466627 -0.807056 -5.979427 0.02 0.52 -0.15
H 2.447365 -1.205210 -7.287753 -0.49 0.25 -0.14
H 0.952841 0.814150 -6.745032 -0.01 -0.38 -0.02
H 2.571905 1.380113 -6.787208 0.17 -0.04 0.26
H 0.700793 1.528771 -4.683717 -0.03 -0.06 0.31
H 2.382885 1.827289 -4.327807 0.35 -0.29 -0.01
O 3.151305 8.642389 -0.959077 0.45 0.48 0.47
S 2.394001 7.457197 -1.228846 -0.26 -0.34 0.28
O 0.967876 7.564757 -1.335446 -0.31 -0.08 -0.48
C 3.158777 6.696572 -2.667164 0.01 0.44 0.41
C 3.152564 5.198092 -2.382650 0.38 0.51 -0.28
C 3.635938 5.165738 -0.931346 0.04 0.24 0.83
C 2.737850 6.107469 -0.085134 0.58 -0.67 -0.65
H 4.201709 7.011724 -2.605345 -0.05 0.21 -0.05
H 2.718782 7.206218 -3.522887 -0.25 -0.63 -0.24
H 2.182241 4.724834 -2.513848 -0.01 -0.05 0.04
H 3.904597 4.748364 -3.032339 -0.23 -0.34 -0.03
H 4.641419 5.592729 -0.852888 0.10 -0.27 -0.32
H 3.665218 4.168028 -0.496411 -0.11 -0.05 -0.09
H 3.260636 6.487758 0.786751 -0.11 0.10 0.07
H 1.827194 5.574033 0.175603 -0.27 0.42 0.03
C -2.148936 0.627353 -4.839633 -0.19 -0.05 1.08
C -2.263825 0.728025 -6.330124 -0.51 1.08 0.44
O -1.531472 -0.338449 -6.909898 0.19 -0.36 0.01
C -1.813119 -0.641446 -8.172964 -0.06 -0.11 -0.19
O -2.579861 -0.059976 -8.889119 -0.02 0.11 -0.07
O -1.097809 -1.720348 -8.503596 0.19 0.18 0.51
C -1.118519 -2.061616 -9.875162 -0.15 -0.14 -0.71
H -2.474720 1.548486 -4.349218 -0.15 0.02 -0.22
H -1.156868 0.429686 -4.439449 0.19 -0.02 -0.40
H -2.775888 -0.166393 -4.425760 -0.07 -0.04 -0.21
H -1.902348 1.706259 -6.663340 0.36 -0.24 -0.23
H -3.316908 0.728245 -6.615966 0.08 -0.40 -0.22
H -0.561330 -1.333535 -10.466772 0.00 0.02 0.07
H -2.136096 -2.108973 -10.260643 0.00 0.00 0.08
H -0.647545 -3.035089 -9.961355 0.04 -0.02 0.08
C 3.320412 3.231969 3.881974 -0.04 0.57 -0.24
C 3.653988 2.023123 4.702781 0.88 0.06 0.05
O 3.021689 2.190505 5.987797 -0.43 0.12 -0.28
C 2.889050 1.096560 6.714051 0.25 -0.43 -0.20
O 3.240422 -0.015452 6.402100 -0.04 0.02 0.06
O 2.305222 1.425037 7.858656 -0.13 0.38 0.19
C 2.187627 0.377272 8.807823 0.09 -0.42 0.10
H 2.235930 3.336020 3.804628 0.04 0.11 -0.06
H 3.751258 3.183737 2.880041 -0.07 -0.38 0.00
H 3.732270 4.152396 4.300916 -0.17 -0.08 0.26
H 4.723254 1.961204 4.915899 0.01 -0.07 -0.27
H 3.372920 1.101498 4.196833 -0.27 -0.06 0.28
H 1.641339 0.799206 9.643044 -0.06 -0.02 0.04
H 3.171150 0.037078 9.135747 -0.01 0.08 -0.02
H 1.665672 -0.480380 8.383709 -0.08 0.08 0.02
C -3.011107 -0.126540 4.202718 0.51 0.01 0.02
C -3.985821 -0.651045 3.180876 -0.28 0.56 0.06
O -4.276602 -2.030909 3.435078 0.01 0.15 0.06
C -3.850515 -2.931460 2.562919 -0.12 0.36 -0.20
O -3.336182 -2.732644 1.487616 0.20 0.16 -0.07
O -4.125251 -4.118648 3.060762 -0.10 -0.67 0.06
C -3.913230 -5.219879 2.171115 0.22 -0.19 0.18
H -3.432185 -0.029500 5.201626 -0.19 0.09 -0.06
H -2.635480 0.838617 3.856593 -0.07 0.05 0.23
H -2.142649 -0.775584 4.308466 0.07 -0.13 -0.17
H -3.660397 -0.493016 2.158703 0.23 -0.32 -0.03
H -4.924003 -0.097510 3.260602 -0.11 -0.26 0.05
H -4.173940 -6.096287 2.756886 -0.21 -0.02 -0.16
H -2.871853 -5.314841 1.878508 0.18 0.21 0.04
H -4.515349 -5.113187 1.270295 -0.14 -0.06 0.10
C 1.575030 -2.586171 3.305843 -0.15 0.14 -0.12
C 0.266942 -3.048387 3.923708 0.19 0.82 -0.32
O 0.499693 -4.009861 4.957890 -0.21 0.26 0.09
C 0.408782 -5.291943 4.649182 -0.35 0.15 -0.53
O 0.135888 -5.743659 3.564495 0.14 -0.07 -0.14
O 0.642885 -5.993376 5.744450 0.36 -0.10 0.44
C 1.083901 -7.328056 5.526606 0.50 -0.34 -0.09
H 2.171411 -2.056440 4.048048 0.21 -0.25 0.03
H 1.394258 -1.851341 2.514143 -0.14 -0.10 0.01
H 2.122664 -3.416791 2.857644 0.09 0.00 0.12
H -0.439403 -3.372806 3.158044 0.03 -0.49 0.22
H -0.180706 -2.197826 4.433317 -0.13 -0.03 0.15
H 1.574098 -7.646687 6.442634 -0.29 0.02 0.16
H 1.853534 -7.357118 4.751645 -0.25 0.05 -0.13
H 0.265180 -7.992408 5.264478 -0.07 0.03 -0.01
```
Forces are in eV/Å.

As for the net charge: 0. Its HOMO energy is -9.75 eV. As for the SMILES: O=S1(=O)CCCC1.O=S1(=O)CCCC1.O=S1(=O)CCCC1.O=S1(=O)CCCC1.O=S1(=O)CCCC1.O=S1(=O)CCCC1.O=S1(=O)CCCC1.CCOC(=O)OC.CCOC(=O)OC.CCOC(=O)OC.CCOC(=O)OC. Its LUMO energy is 0.0 eV. As for the gap between HOMO and LUMO: 9.7 eV.